# 1
Below is C23H21N6O2RhSi as an isolated structure in a non-equilibrium geometry, with properties calculated with wB97M-V/def2-TZVPD.

XYZ file:
```
54
Properties=species:S:1:pos:R:3:forces:R:3:mulliken_spin:R:1
Rh 1.23707 0.31782 0.13615 -2.1 -1.5 1.1 2.059
O -2.34303 4.10031 -1.38627 1.9 -1.0 -0.1 0.006
C -3.09720 3.02930 -1.15215 -1.0 -0.3 0.7 0.023
C -4.49201 3.16659 -1.31614 -0.2 -0.2 -1.0 -0.012
C -5.41452 2.14709 -1.04771 0.8 1.0 0.5 0.019
C -4.90989 1.00029 -0.38254 -0.5 0.5 -0.9 -0.007
C -3.55691 0.86283 -0.20869 0.4 0.0 -0.4 0.021
C -2.60361 1.80034 -0.66505 -1.4 0.1 0.0 0.011
C -1.20415 1.50470 -0.58983 1.1 2.3 0.7 0.082
O -0.81268 0.33589 -0.21997 0.8 -0.2 -0.1 0.087
N -0.34051 2.55700 -0.74266 -2.6 -1.4 -0.1 0.086
N 0.89261 2.12071 -0.70846 1.0 0.4 -0.2 0.355
C 1.93656 2.89520 -1.00084 0.0 -1.1 0.0 0.193
C 3.16936 2.21965 -0.84602 -0.4 1.7 0.0 0.149
C 4.44030 2.77975 -1.07896 2.0 -4.9 1.5 0.013
C 5.54055 1.91064 -0.77188 -1.7 2.7 -0.8 0.077
C 5.37205 0.60986 -0.30253 0.3 -0.4 -0.8 0.088
C 4.11314 0.14674 -0.08311 -0.7 0.3 0.5 0.071
N 3.04017 0.98205 -0.28020 2.6 -1.4 0.1 0.211
H -1.37433 3.74186 -1.21661 -1.3 1.0 -0.3 0.000
H -4.76262 4.07309 -1.86465 -0.3 -0.2 0.5 0.000
H -6.48074 2.37381 -1.27835 0.9 -0.7 0.3 0.001
H -5.52223 0.14969 -0.15037 -0.4 0.0 0.3 0.000
H -3.19552 -0.02667 0.27186 0.2 -0.4 0.0 -0.004
H 1.72222 3.87933 -1.34893 0.4 0.6 -0.3 0.033
H 4.68148 3.60806 -1.63208 -0.1 2.3 -0.9 0.005
H 6.51907 2.33975 -0.93965 0.2 -0.3 -0.1 0.004
H 6.21531 -0.05365 -0.37944 0.2 -0.2 0.8 0.004
H 3.90194 -0.83425 0.41020 0.2 1.0 -0.8 -0.004
C 0.91919 -2.10890 -2.21967 1.4 0.2 0.7 0.022
Si 0.89534 -2.07009 -0.26813 -0.7 -0.7 -1.8 0.135
C 2.24127 -3.13887 0.43063 -0.7 0.5 0.9 0.019
C -0.84316 -2.52375 0.34708 0.8 0.4 1.4 0.011
C -1.70351 -3.14275 -0.52259 -0.1 0.1 -1.9 0.009
C -3.02084 -3.45636 -0.23376 -0.8 -0.6 0.6 -0.001
C -3.46032 -3.33674 1.09183 0.4 0.9 0.1 0.004
C -2.61559 -2.65334 1.98646 0.4 0.3 0.7 -0.006
C -1.33452 -2.24320 1.64734 0.3 -0.3 -1.4 -0.005
H 0.20434 -1.44025 -2.63492 -0.9 0.6 -0.2 0.006
H 0.80991 -3.05590 -2.76165 0.0 -0.1 0.5 0.005
H 1.89830 -1.67681 -2.53682 -0.4 -0.4 0.2 0.007
H 3.24391 -2.80069 0.19046 0.1 0.0 0.2 -0.001
H 2.08969 -4.12700 0.02093 0.0 -0.4 -0.1 0.003
H 2.02082 -3.13055 1.52301 0.6 -0.2 -0.7 0.003
H -1.37057 -3.31475 -1.55383 -0.1 0.1 0.3 0.000
H -3.67701 -3.79420 -1.05289 0.4 -0.1 0.7 0.000
H -4.43372 -3.65040 1.47864 0.2 0.1 -0.6 0.000
H -2.90517 -2.33381 2.99563 -0.4 -0.6 -0.4 0.000
H -0.69858 -1.67579 2.31584 -0.2 -0.1 0.3 0.002
N 2.02306 0.80704 6.38122 -0.2 -1.0 -3.0 0.023
C 1.87053 0.65929 5.21462 0.1 1.4 3.5 -0.008
N 1.54858 0.89372 3.95899 0.1 -0.6 -1.3 0.056
C 1.73446 0.15394 2.95571 0.1 -0.4 0.9 0.058
N 1.89171 -0.57760 2.02080 -0.5 1.0 0.0 0.086
```
Positions in Å, forces in eV/Å.

Results
Calculated total energy (eV): -48107.42333
<S²>: 6.017
HOMO-LUMO gap (spin up / spin down) (eV): 5.5 / 5.2
Spin multiplicity: 5

=====

# 2
Below is a single C4H2OS molecule in a non-equilibrium geometry, with properties calculated with wB97M-V/def2-TZVPD.

XYZ file:
```
8
Properties=species:S:1:pos:R:3:forces:R:3:nbo_charge:R:1
C 1.11423 0.30519 1.06067 -0.9 -0.6 2.7 -0.310
C 0.50375 0.03577 -0.28250 6.8 2.8 -1.0 0.373
C -0.83539 -0.08557 -0.55969 -2.4 -1.3 -1.0 -0.167
C -1.91014 -0.49161 -0.93396 -3.2 -1.0 -3.0 -0.070
H 2.21540 0.23667 1.00372 -0.7 0.2 0.0 0.229
H -2.91521 -0.85987 -1.67344 3.7 1.4 3.1 0.304
O 1.46822 0.24446 -1.11910 -4.0 -1.3 1.3 -0.467
S 0.35915 0.61496 2.50430 0.7 -0.3 -2.1 0.107
```
Positions in Å, forces in eV/Å.

Results
Calculated total energy (eV): -17058.24457
HOMO-LUMO gap (eV): 7.6
ΔE to the lowest compared entry with this formula, charge and spin (kJ/mol): 147.72

=====

# 3
Below is a single C7H12N2O5 molecule in a non-equilibrium geometry, with properties calculated with wB97M-V/def2-TZVPD.

XYZ file:
```
26
Properties=species:S:1:pos:R:3:forces:R:3:nbo_charge:R:1
C -0.46876 -2.32801 0.22402 -1.9 0.1 -0.3 -0.112
C 0.67701 -1.34190 0.53750 2.4 -2.6 1.1 0.664
C -1.99213 -1.82491 0.28677 0.7 -0.4 1.7 -0.632
C 1.39334 1.01026 0.17622 0.4 0.5 -1.1 -0.161
C 1.24148 2.18345 1.10123 0.9 -1.5 3.6 0.767
C 1.17082 1.67403 -1.19434 0.8 1.2 -0.2 -0.544
C -0.11863 2.46108 -1.63776 -0.2 -1.3 1.6 0.805
H -0.78484 -3.90274 1.84619 0.7 1.6 -1.6 0.395
H 0.72516 -3.70700 0.95332 -1.7 -0.4 0.7 0.398
H -0.18784 -2.47453 -0.88086 -0.7 -0.4 1.2 0.198
H -2.21325 -1.05477 -0.45107 -0.1 -0.2 -0.1 0.207
H -2.66973 -2.72398 0.16590 0.9 1.1 -0.1 0.238
H -2.23365 -1.36394 1.31813 0.5 -0.8 -1.5 0.212
H -0.32080 0.14554 -0.29150 -0.8 -0.4 0.1 0.403
H 2.38073 0.65540 0.38357 0.8 -0.3 -0.7 0.268
H 2.04388 2.31367 -1.15648 -0.2 1.0 -1.0 0.258
H 1.34845 0.99229 -1.97697 0.2 -1.1 -1.0 0.247
H -1.99346 2.34745 -1.62323 -1.4 0.9 -0.5 0.505
H -0.50449 1.98833 0.64701 -2.0 -1.5 -1.2 0.485
N -0.32646 -3.59749 0.94351 2.0 -0.4 -0.3 -0.882
N 0.48290 -0.05596 0.27298 -2.2 0.8 0.1 -0.622
O 1.78372 -1.82513 0.85863 -1.8 1.2 -0.2 -0.636
O 2.05879 2.49931 1.94658 -1.0 0.3 -1.8 -0.529
O -0.18647 3.50092 -2.19363 0.5 0.3 -0.4 -0.528
O -1.31414 1.78732 -1.29988 2.6 -0.8 0.3 -0.750
O 0.00836 2.64134 1.04414 0.5 3.1 1.8 -0.656
```
Positions in Å, forces in eV/Å.

Results
Calculated total energy (eV): -20670.57728
HOMO-LUMO gap (eV): 9.4
ΔE to the lowest compared entry with this formula, charge and spin (kJ/mol): 217.54

=====

# 4
Below is a single C15H21F4NO3S molecule in a non-equilibrium geometry, with properties calculated with wB97M-V/def2-TZVPD.

XYZ file:
```
45
Properties=species:S:1:pos:R:3:forces:R:3:nbo_charge:R:1
C 1.71026 2.33358 -4.82787 -0.1 -0.2 0.0 -0.594
H 2.52462 2.72012 -4.22208 0.1 0.1 0.1 0.207
H 2.04381 2.29664 -5.86237 0.1 0.0 -0.1 0.210
H 0.87499 3.02689 -4.75917 -0.1 0.1 0.0 0.214
C 1.27816 0.93467 -4.36574 0.1 0.0 -0.2 -0.087
C 0.78321 1.02303 -2.93088 -0.1 0.0 0.0 -0.004
C -0.51391 0.68215 -2.55971 0.1 0.0 0.0 -0.164
C -0.92948 0.78015 -1.24132 -0.2 0.0 0.1 -0.202
C -0.04574 1.22288 -0.28124 -0.4 0.1 0.5 -0.353
C 1.24719 1.57087 -0.61853 0.2 0.1 0.0 -0.205
C 1.65314 1.47156 -1.93557 -0.1 0.0 0.2 -0.155
H 2.66388 1.75250 -2.18712 0.1 0.0 0.0 0.207
H 1.90968 1.93331 0.15179 0.2 0.1 0.0 0.236
S -0.54282 1.30368 1.43123 0.4 -0.5 0.3 2.326
O 0.14997 2.36747 2.08749 0.3 0.0 -0.2 -0.927
O -1.97288 1.22785 1.51491 0.0 -0.1 -0.4 -0.945
N 0.03164 -0.10940 2.09851 -0.3 1.0 -0.2 -0.874
H 1.01023 -0.09649 2.32927 0.2 0.2 0.0 0.410
C -0.50740 -1.35921 1.62082 -0.3 -0.6 0.1 -0.276
H -1.47452 -1.12152 1.17262 0.0 -0.3 -0.1 0.232
C -0.72462 -2.36340 2.76203 0.0 0.1 -0.3 -0.072
H -0.77981 -3.37617 2.35885 0.1 0.1 0.0 0.200
H 0.11530 -2.30542 3.46314 0.0 -0.1 0.0 0.182
O -1.96225 -2.20407 3.43386 0.0 -0.1 -0.1 -0.524
C -2.16052 -0.98496 4.09710 0.0 0.4 0.4 -0.142
C -1.40085 -0.88533 5.43294 -0.2 -0.3 -0.1 0.598
F -1.96733 0.09360 6.18558 -0.2 0.0 0.0 -0.327
F -0.10914 -0.51379 5.25443 0.2 -0.2 -0.1 -0.329
C -1.45158 -2.19443 6.25961 -0.5 0.1 -0.1 0.520
F -0.65059 -3.13269 5.72090 0.3 -0.2 -0.3 -0.330
F -1.00928 -1.98179 7.51289 0.1 0.3 0.3 -0.324
H -2.47739 -2.58889 6.30902 0.2 0.1 -0.1 0.139
H -1.89307 -0.11821 3.48230 -0.2 -0.1 0.3 0.228
H -3.22823 -0.93854 4.33032 0.1 0.0 0.0 0.208
H 0.13703 -1.81407 0.85729 -0.1 0.0 0.0 0.197
H -1.93870 0.53464 -0.95068 -0.1 0.0 0.0 0.240
H -1.22267 0.33843 -3.29425 -0.1 0.0 -0.1 0.213
C 0.20566 0.42224 -5.33064 0.2 0.1 0.2 -0.606
H 0.61780 0.37860 -6.33639 0.0 0.0 -0.1 0.216
H -0.65409 1.08742 -5.35090 -0.1 0.0 0.0 0.211
H -0.12102 -0.57894 -5.05970 -0.1 -0.1 0.0 0.210
C 2.47383 -0.02700 -4.42342 -0.2 0.1 0.0 -0.594
H 2.82967 -0.11548 -5.44724 0.1 0.0 -0.1 0.211
H 3.29746 0.32233 -3.80755 0.1 0.0 0.1 0.207
H 2.18034 -1.01480 -4.07450 0.0 -0.1 0.0 0.212
```
Positions in Å, forces in eV/Å.

Results
Calculated total energy (eV): -45233.28588
HOMO-LUMO gap (eV): 10.0
ΔE to the lowest compared entry with this formula, charge and spin (kJ/mol): 12.07

=====

# 5
Below is a single C11H15N5OS2 molecule in a non-equilibrium geometry, with properties calculated with wB97M-V/def2-TZVPD.

XYZ file:
```
34
Properties=species:S:1:pos:R:3:forces:R:3:nbo_charge:R:1
C -1.98683 -3.53078 -0.16988 -0.1 0.2 0.0 -0.595
H -2.94357 -3.86717 -0.56096 -0.1 -0.1 0.0 0.213
H -1.19697 -3.90813 -0.81630 0.1 -0.1 -0.1 0.198
H -1.84894 -3.95181 0.82268 0.0 -0.1 0.1 0.219
C -1.95972 -2.00255 -0.09549 0.0 -0.3 0.0 -0.451
C -0.67517 -1.51389 0.46150 0.0 0.1 -0.3 0.350
N -0.48961 -1.14667 1.70198 -1.1 -0.2 0.2 -0.296
N 0.78655 -0.77377 1.85133 0.9 0.0 0.2 -0.293
C 1.37034 -0.91710 0.69444 0.5 -0.2 -0.1 0.130
N 0.49042 -1.39160 -0.23705 -0.2 0.1 0.8 -0.365
C 0.76078 -1.58410 -1.63329 0.1 0.1 -0.5 -0.417
H 1.65257 -2.19988 -1.75341 -0.1 0.0 -0.1 0.219
H 0.93229 -0.61255 -2.10425 0.0 -0.1 0.0 0.245
H -0.08792 -2.07123 -2.10611 0.0 0.0 0.0 0.215
S 3.00718 -0.43869 0.30361 0.0 0.3 0.2 0.259
C 2.76229 1.38979 0.52479 0.0 -0.4 -0.2 -0.387
C 3.82342 2.12856 -0.26938 -0.1 -0.1 0.0 -0.616
H 3.67603 1.94737 -1.33164 0.0 0.0 0.0 0.236
H 4.81488 1.78605 0.01540 0.1 0.0 0.0 0.222
H 3.74822 3.19756 -0.08004 0.1 0.1 0.0 0.223
H 2.83055 1.59231 1.59496 -0.1 0.0 -0.1 0.228
C 1.37237 1.65224 -0.00879 0.1 0.3 0.5 0.685
O 1.08776 1.56301 -1.18742 0.3 0.1 -0.2 -0.624
N 0.43212 1.94492 0.93035 0.3 0.2 0.1 -0.611
C -0.90491 1.98959 0.61713 -0.4 -0.1 -0.9 0.218
N -1.82848 2.21320 1.48388 0.7 0.1 0.7 -0.461
C -3.05530 2.14650 0.91283 -0.4 -0.1 -0.5 -0.040
C -3.06591 1.87096 -0.41417 0.2 0.0 0.1 -0.482
S -1.45564 1.68623 -1.01188 -0.5 0.2 0.4 0.429
H -3.90662 1.77440 -1.06939 -0.2 0.0 -0.1 0.237
H -3.91608 2.31339 1.53348 -0.2 0.0 0.0 0.211
H 0.64527 1.93828 1.91941 0.1 -0.1 -0.1 0.440
H -2.11951 -1.56999 -1.08623 -0.1 0.0 0.1 0.215
H -2.75187 -1.65446 0.56793 0.0 0.1 -0.1 0.246
```
Positions in Å, forces in eV/Å.

Results
Calculated total energy (eV): -42819.41993
HOMO-LUMO gap (eV): 9.1
ΔE to the lowest compared entry with this formula, charge and spin (kJ/mol): 0.00

=====

# 6
Below is a single CH2O2S molecule in a non-equilibrium geometry, with properties calculated with wB97M-V/def2-TZVPD.

XYZ file:
```
6
Properties=species:S:1:pos:R:3:forces:R:3:nbo_charge:R:1
C 0.32102 0.22013 -0.02358 -0.1 3.3 -0.3 -0.604
O 1.73808 -1.41004 0.01991 0.6 -2.4 0.4 -0.435
O 2.57393 -0.39368 0.11305 2.3 0.5 -0.6 -0.347
S 1.75850 0.96462 -0.10215 -1.3 -1.2 0.7 0.908
H -0.43115 0.93215 0.03848 -1.6 1.6 -0.5 0.195
H 0.04679 -0.71335 0.30368 0.0 -1.9 0.4 0.284
```
Positions in Å, forces in eV/Å.

Results
Calculated total energy (eV): -15992.90959
HOMO-LUMO gap (spin up / spin down) (eV): 7.8 / 8.1
ΔE to the lowest compared entry with this formula, charge and spin (kJ/mol): 677.88

=====

# 7
Below is a 2-piece molecular cluster, C4H12NO2 overall in a non-equilibrium geometry, with properties calculated with wB97M-V/def2-TZVPD.

XYZ file:
```
19
Properties=species:S:1:pos:R:3:forces:R:3:nbo_charge:R:1
O -1.47689 -2.34608 -0.42161 -0.1 -0.2 -0.9 -0.476
C -0.37535 -2.09268 -0.82300 0.6 0.0 1.2 0.427
C 0.40309 -0.97111 -0.16855 1.9 0.9 -1.3 -0.166
N -0.54947 -0.00066 0.40773 -0.3 -0.3 2.0 -0.510
C -1.10786 -0.50572 1.77723 -1.4 -0.1 -1.1 -0.407
C 1.31884 -0.23179 -1.17610 0.2 1.5 0.4 -0.650
H 0.26844 -2.62888 -1.55036 -0.8 -0.3 -0.1 0.159
H 1.04955 -1.35616 0.63511 -0.4 -0.1 -0.2 0.252
H -0.15629 0.89815 0.71993 0.4 -0.2 -1.2 0.459
H -1.24439 0.16962 -0.33060 -0.2 0.1 0.7 0.451
H -0.67179 -1.48430 2.04315 -0.2 0.7 -0.2 0.246
H -2.19920 -0.58287 1.64650 0.5 -0.3 0.2 0.252
H -0.94754 0.27932 2.50731 0.4 -0.1 0.1 0.227
H 2.03392 0.41510 -0.61256 -0.4 -0.6 -0.4 0.243
H 0.77109 0.47540 -1.81560 -0.3 -0.2 0.3 0.234
H 1.89191 -0.79915 -1.90001 0.0 -0.7 0.4 0.258
H 0.51173 3.94103 -0.97854 0.0 -0.2 -0.2 0.494
H 0.18061 3.62785 0.44805 0.0 -0.1 -0.1 0.476
O 0.29960 3.19294 -0.40810 -0.1 0.1 0.5 -0.968
```
Positions in Å, forces in eV/Å.

Results
Calculated total energy (eV): -9920.35869
HOMO-LUMO gap (eV): 11.1
Net charge: +1
ΔE to the lowest compared entry with this formula, charge and spin (kJ/mol): 180.54

=====

# 8
Below is a single C3H4N2O2 molecule in a non-equilibrium geometry, with properties calculated with wB97M-V/def2-TZVPD.

XYZ file:
```
11
Properties=species:S:1:pos:R:3:forces:R:3:nbo_charge:R:1
C -0.28865 0.25504 -0.37295 -1.7 0.9 1.8 0.210
C 0.94324 -0.20680 -0.11148 6.4 0.6 0.6 -0.358
C 1.53574 0.87619 0.73595 -0.2 -4.8 0.9 0.143
H -1.06171 -1.84457 0.23314 -1.9 0.5 -4.9 0.444
H -2.24695 0.37548 -1.04636 2.7 -2.7 0.1 0.381
H 1.42842 -1.12392 -0.56769 -0.3 1.7 0.6 0.252
H 2.42960 0.90851 1.39544 -0.3 -0.1 -1.2 0.208
N -1.30561 -0.26113 -1.17279 -2.0 0.6 0.2 -0.316
N -0.53961 1.20024 0.49960 -3.7 2.3 1.1 -0.184
O -1.42943 -1.72219 -0.89691 1.5 1.7 4.6 -0.539
O 0.53496 1.54314 1.30405 -0.4 -0.7 -3.8 -0.241
```
Positions in Å, forces in eV/Å.

Results
Calculated total energy (eV): -10244.88144
HOMO-LUMO gap (eV): 9.8
ΔE to the lowest compared entry with this formula, charge and spin (kJ/mol): 712.41

=====

Question: Look up the calculated total energy of the third one.
Answer: -20670.57728 eV